This record from the Open Molecules 2025 dataset describes one molecule with the formula C17H21N3O3S2. The level of theory is ωB97M-V/def2-TZVPD.

```
46
Properties=species:S:1:pos:R:3:forces:R:3:nbo_charge:R:1
S -0.53345 -2.19130 -3.19705 -0.08 -0.18 -0.25 2.328
S -0.08381 3.09533 3.82418 -0.66 -0.01 0.03 0.442
O -0.22897 -1.22010 3.63042 0.21 -0.30 0.09 -0.596
O -1.41664 -1.51850 -4.10624 0.10 0.34 0.18 -0.948
O -0.58973 -3.62150 -3.11056 0.21 0.02 0.33 -0.943
N 1.01586 -1.81317 -3.68780 -1.00 -0.32 0.17 -0.653
N 1.80716 -0.51344 -1.60412 0.41 0.11 -0.15 -0.445
N -1.39642 0.13110 2.20869 -0.30 0.28 -0.16 -0.613
C 2.09384 -2.48545 -3.00790 0.31 -0.35 0.21 -0.237
C -2.63136 2.81350 3.88285 0.19 -0.23 0.12 -0.277
C -0.90952 -0.24489 3.42341 -0.23 0.39 0.20 0.695
C -1.41583 -0.28986 -1.42640 -0.07 -0.01 -0.05 -0.187
C -1.19470 -0.46482 0.96341 0.10 -0.18 -0.27 0.158
C 1.65612 0.37851 -2.73751 0.06 0.02 0.09 -0.239
C -1.48610 2.11792 4.13292 0.21 0.32 0.04 -0.206
C -1.61102 0.24077 -0.16665 0.09 -0.07 0.09 -0.243
C 2.72035 -1.59506 -1.91563 -0.02 0.12 -0.04 -0.243
C -1.34130 0.69915 4.55403 0.17 -0.23 0.02 -0.535
C -0.42939 -2.24989 -0.44546 -0.13 0.00 -0.02 -0.180
C 1.27465 -0.43245 -3.99511 -0.05 0.50 -0.16 -0.247
C -1.07208 4.43046 3.37504 0.26 -0.18 0.04 -0.403
C -0.61363 -1.72377 0.81880 0.06 -0.11 0.08 -0.201
C -2.39386 4.13993 3.45481 0.11 0.23 -0.12 -0.255
C 2.16906 0.19664 -0.39980 -0.02 -0.04 -0.07 -0.405
C -0.80943 -1.52357 -1.55631 -0.16 -0.34 -0.67 -0.320
H -0.31005 -2.27266 1.69445 0.00 -0.02 0.00 0.251
H -1.91525 1.00161 2.18743 0.16 -0.15 0.08 0.414
H -0.60053 0.59736 5.34945 -0.09 -0.11 -0.06 0.253
H 2.58608 0.94638 -2.92779 -0.08 0.01 0.02 0.166
H 2.17325 -0.49953 0.43709 0.03 0.01 0.10 0.208
H 3.15758 0.67726 -0.46881 0.03 0.02 0.01 0.165
H 1.66678 -3.39770 -2.59341 0.26 -0.05 0.01 0.235
H 2.08408 -0.40065 -4.73164 -0.11 -0.02 0.02 0.202
H 2.85069 -2.76654 -3.74879 -0.09 -0.04 0.07 0.202
H -2.08440 1.20612 -0.05013 -0.05 0.10 0.00 0.212
H 0.86953 1.09514 -2.48876 0.05 0.05 -0.04 0.202
H -3.17529 4.84006 3.22095 -0.10 0.16 -0.05 0.229
H 1.42202 0.96496 -0.20573 -0.02 0.08 0.06 0.203
H 3.69687 -1.20541 -2.25715 0.01 -0.03 0.08 0.162
H -3.61571 2.39904 4.01448 -0.16 -0.14 0.06 0.228
H 0.36781 -0.04661 -4.45933 0.21 0.17 -0.09 0.244
H -0.00041 -3.22919 -0.58075 0.08 -0.16 0.06 0.235
H 2.88935 -2.17533 -1.00715 0.07 0.00 -0.03 0.210
H -1.73724 0.23003 -2.31472 -0.08 0.13 -0.06 0.242
H -2.29739 0.32917 4.93516 0.06 0.02 0.02 0.248
H -0.60759 5.35094 3.08311 0.04 0.23 -0.07 0.239
```
Positions in Å, forces in eV/Å.

Summary:
Frontier orbital gap = 8.759 eV
Total charge = 0
Energy relative to the best compared isomer or geometry (same formula, charge and spin) = 26.2 kcal per mole
E_LUMO = 0.418 eV
SMILES = CN1CCN(S(=O)(=O)c2ccc(NC(=O)Cc3cccs3)cc2)CC1
E_tot = -50252.8152 eV



This record from the Open Molecules 2025 dataset describes C17H21N4O5S3Ti as an isolated structure. The level of theory is ωB97M-V/def2-TZVPD.

```
51
Properties=species:S:1:pos:R:3:forces:R:3:nbo_charge:R:1
Ti 1.83239 0.90685 1.12309 0.10 0.04 0.08 1.415
S 1.93508 -1.34072 2.20826 0.00 -0.04 0.02 -0.315
S 2.20835 -0.02329 -1.99562 -0.03 0.00 -0.02 1.310
S 3.13111 2.95374 2.26551 -0.01 -0.03 0.03 2.573
O 1.82295 2.18331 2.60967 0.02 0.03 -0.04 -0.987
O 3.56992 2.07712 1.09370 -0.04 -0.04 -0.02 -1.026
O 2.73602 -0.13516 -0.58729 0.01 0.00 0.01 -0.951
O 4.05241 2.87690 3.36868 0.00 0.00 -0.03 -0.983
O 2.80615 4.28563 1.81120 0.00 0.01 -0.01 -0.996
N -0.18003 0.26795 1.10334 -0.03 0.08 -0.09 -0.421
N 0.87318 2.10889 -0.38346 -0.08 -0.02 0.04 -0.594
N -0.21768 -2.61387 3.11871 -0.01 0.01 0.00 -0.630
N -0.70080 -0.77447 1.84622 -0.05 0.02 -0.01 -0.456
C -0.92638 -2.39338 -1.10324 -0.01 0.00 0.01 -0.219
C 0.20799 -1.52486 2.37761 0.02 -0.03 0.03 0.282
C -1.59537 -2.70036 3.56911 0.00 -0.01 0.00 -0.213
C -2.53762 0.74426 0.45453 0.01 -0.04 -0.01 -0.667
C -0.50280 2.00280 -0.41154 -0.04 -0.01 -0.03 0.105
C -2.52218 -3.28410 2.51022 0.00 0.00 0.00 -0.614
C 0.59950 -0.79545 -2.00074 0.03 0.01 0.01 -0.289
C 0.79290 3.94189 -1.91560 0.02 0.00 0.00 -0.343
C -0.38171 -0.27622 -2.82953 0.02 0.01 -0.02 -0.207
C 0.34181 -1.83705 -1.12167 0.02 0.01 0.00 -0.136
C 3.10490 -1.33446 -2.82793 0.01 0.00 0.00 -0.807
C 1.47262 3.07699 -1.09562 0.00 0.01 0.00 0.097
C -1.25400 2.88232 -1.23085 0.03 0.01 0.00 -0.246
C -1.91344 -1.90515 -1.95133 0.01 0.01 -0.01 -0.200
C -1.05967 0.98246 0.39295 0.04 0.01 0.05 0.180
C -0.61394 3.82908 -1.98011 -0.03 -0.01 0.01 -0.193
C -1.64582 -0.84917 -2.81177 -0.01 -0.01 0.01 -0.211
H -1.18853 4.50420 -2.60318 0.00 0.00 0.00 0.200
H -2.42789 -0.44990 -3.44490 0.00 0.00 0.00 0.211
H -3.01674 1.43997 1.15052 0.00 -0.01 0.01 0.219
H -2.90804 -2.33262 -1.91920 0.00 0.00 0.00 0.211
H 0.48818 -2.95081 3.75024 0.00 0.00 0.00 0.395
H 2.54637 3.14086 -0.96091 0.00 0.01 0.00 0.228
H 1.32663 4.71013 -2.45582 0.00 0.00 0.00 0.211
H 4.14967 -1.03198 -2.86875 0.00 0.01 0.00 0.240
H -2.72982 -0.26515 0.80879 -0.01 0.00 0.00 0.245
H -0.16863 0.58530 -3.45191 0.00 0.00 0.00 0.229
H -3.00253 0.87531 -0.52353 0.01 0.00 -0.01 0.204
H 2.99463 -2.24710 -2.24440 0.00 0.00 0.00 0.241
H -2.33242 2.80617 -1.24762 0.00 0.00 0.00 0.207
H -2.52645 -2.63917 1.63222 0.00 0.00 0.00 0.222
H -2.18608 -4.27987 2.21403 0.00 0.00 0.00 0.195
H -3.54336 -3.36086 2.89119 0.00 0.00 0.00 0.195
H -1.15095 -3.18436 -0.39982 0.00 0.00 0.00 0.225
H -1.60759 -3.33578 4.45731 0.01 0.00 0.00 0.182
H 1.10432 -2.15237 -0.41665 0.00 -0.01 0.00 0.255
H -1.95583 -1.70792 3.85739 0.00 0.00 0.00 0.197
H 2.69926 -1.45652 -3.83151 0.00 0.00 0.00 0.227
```
Positions in Å, forces in eV/Å.

Summary:
Frontier orbital gap (spin up / spin down) = 5.016 / 6.993 eV
Total charge = -1
Energy relative to the best compared isomer or geometry (same formula, charge and spin) = 0.0 kcal per mole
E_LUMO (spin up / spin down) = 2.216 / 2.203 eV
Multiplicity = 3
E_tot = -89794.1364 eV
<S²> = 2.017



This record from the Open Molecules 2025 dataset describes one molecule with the formula C17H21N5O2S. The level of theory is ωB97M-V/def2-TZVPD.

```
46
Properties=species:S:1:pos:R:3:forces:R:3:nbo_charge:R:1
S -0.68214 -1.21218 0.02941 -0.13 -0.21 0.28 0.308
O -4.09927 2.19834 0.54239 -0.11 0.19 0.02 -0.523
O -3.72364 -2.40379 1.26762 0.11 -0.30 0.28 -0.625
N -0.32087 0.48694 -3.35621 -0.07 0.41 -1.01 -0.050
N -0.94884 -0.37513 -2.57061 -0.15 -0.78 0.89 -0.365
N 0.70955 0.54603 -1.52325 -1.26 -1.10 -0.01 -0.230
N 0.64787 1.04106 -2.76725 1.03 0.92 -0.25 -0.053
N -3.99751 -0.56445 0.00557 -0.34 0.17 0.00 -0.428
C -3.64308 0.39745 -1.01396 0.33 0.37 -0.04 -0.270
C 3.53544 0.54161 0.84799 -0.05 0.15 0.06 -0.027
C 4.13875 -1.89445 -0.50964 -0.19 -0.10 0.16 -0.390
C -5.00721 -0.03107 0.90218 0.01 0.15 0.41 -0.257
C -3.12731 1.66989 -0.32784 0.08 -0.18 -0.36 -0.080
C 1.50758 2.24406 -0.03398 -0.03 -0.13 -0.06 -0.188
C -4.47037 1.26060 1.52910 -0.21 -0.28 0.06 -0.077
C -0.30881 -0.34645 -1.41596 0.22 0.36 -0.31 0.171
C 4.66614 -0.32044 1.33708 0.07 -0.23 0.06 -0.424
C -2.17162 -2.13329 -0.50990 0.22 0.03 0.15 -0.609
C 2.39585 2.67387 0.93376 0.01 0.04 0.01 -0.208
C 2.76874 -1.27108 -0.74814 0.18 -0.18 -0.13 -0.454
C 2.65387 0.09652 -0.13536 -0.21 0.08 -0.10 0.065
C 4.48737 -1.78832 0.96864 0.23 0.13 -0.13 -0.393
C 1.63905 0.96278 -0.54547 0.47 0.48 0.45 0.087
C 3.39243 1.82255 1.37040 -0.07 -0.02 -0.08 -0.174
C -3.36797 -1.71127 0.33315 0.09 -0.08 -0.30 0.665
H -5.23746 1.74427 2.13491 0.05 -0.07 0.03 0.199
H 2.30607 3.66674 1.34594 -0.01 0.09 0.04 0.221
H -2.91750 2.44642 -1.06512 0.04 -0.06 0.00 0.199
H 5.59416 0.05261 0.89102 0.04 -0.03 0.06 0.215
H 2.00171 -1.91529 -0.30448 0.03 -0.03 -0.11 0.223
H 4.89178 -1.36882 -1.10047 0.07 -0.02 -0.05 0.199
H 4.12576 -2.93739 -0.82961 0.03 0.03 -0.06 0.215
H -3.60284 1.01966 2.16283 -0.08 0.01 -0.03 0.167
H 3.68163 -2.22373 1.56323 -0.02 -0.07 0.05 0.199
H -1.97182 -3.18318 -0.29599 -0.11 0.13 -0.06 0.258
H 4.08417 2.15498 2.13081 0.08 0.03 0.09 0.213
H -2.90466 0.01144 -1.71321 -0.13 0.01 0.08 0.246
H 4.76230 -0.20897 2.41939 0.04 0.06 -0.03 0.220
H 2.56724 -1.21286 -1.82133 -0.08 -0.01 0.06 0.225
H -5.91488 0.18110 0.32904 0.02 -0.01 0.04 0.197
H -4.55193 0.64697 -1.57328 0.08 -0.02 -0.01 0.203
H 0.71871 2.88551 -0.39614 -0.08 0.04 -0.04 0.228
H -2.28668 -1.97426 -1.57860 -0.03 -0.04 -0.01 0.273
H 5.40419 -2.33762 1.18810 -0.04 -0.03 0.07 0.214
H -2.20688 1.43880 0.23351 -0.07 0.00 -0.09 0.164
H -5.21705 -0.77614 1.66974 -0.04 0.11 -0.09 0.251
```
Positions in Å, forces in eV/Å.

Summary:
Frontier orbital gap = 9.617 eV
Total charge = 0
Energy relative to the best compared isomer or geometry (same formula, charge and spin) = 58.3 kcal per mole
E_LUMO = 0.571 eV
SMILES = O=C(CSc1nnnn1-c1cccc2c1CCCC2)N1CCOCC1
E_tot = -40350.0221 eV